[1]
The following is a DFT calculation (ωB97M-V with the def2-TZVPD basis set) of 2 unconnected molecules or ions with the total composition C10H18 at a distorted geometry.

Geometry as XYZ:
```
28
Properties=species:S:1:pos:R:3:forces:R:3
C 1.73996 -0.81590 -0.60423 -0.963 0.067 0.687
C 0.91571 -0.35870 0.36969 2.686 2.022 -0.186
C 0.47974 1.16845 0.43383 0.018 -1.105 -0.598
C 1.77336 1.95045 0.69535 -0.002 -0.137 -0.174
C -0.14863 1.62656 -0.88345 0.101 -0.106 0.175
C -0.47578 1.36421 1.57251 -1.857 -1.924 0.182
H 1.66974 -0.48261 -1.62727 0.125 0.312 -0.107
H 2.41482 -1.63732 -0.42554 -0.073 -0.322 0.019
H 1.10286 -0.73390 1.37376 -0.164 -0.226 -0.009
H 2.25643 1.60961 1.61093 0.010 -0.005 0.054
H 1.56481 3.01716 0.78680 -0.050 0.069 0.046
H 2.47011 1.78831 -0.12868 0.015 0.061 0.004
H 0.50075 1.40241 -1.72810 0.045 0.047 -0.063
H -0.32160 2.70340 -0.85611 -0.025 0.023 -0.038
H -1.09910 1.12443 -1.05273 -0.091 0.036 0.000
H -1.07443 2.26723 1.51177 0.073 0.247 -0.006
H -0.00586 1.27913 2.55000 0.136 0.126 0.074
H -1.25274 0.43817 1.50861 1.598 2.475 0.428
C -0.70571 -2.39120 -2.12969 0.240 0.347 -0.039
C -1.28192 -1.62227 -1.21165 0.314 0.355 -0.131
C -0.92897 -1.63559 0.20926 -3.253 -0.953 1.078
C -1.81569 -1.11595 1.14190 0.460 -2.382 -1.777
H 0.08710 -3.07919 -1.87312 0.059 -0.108 0.112
H -0.90264 -2.26222 -3.18422 -0.298 -0.186 -0.019
H -2.03660 -0.90468 -1.51410 -0.059 0.023 -0.024
H -0.33795 -2.49204 0.50851 0.461 0.395 0.144
H -2.74556 -0.67486 0.80646 0.170 0.453 -0.045
H -1.84221 -1.53309 2.13947 0.323 0.395 0.215
```
Positions in Å, forces in eV/Å.

Highest occupied orbital energy, hartree: -0.2863
HOMO-LUMO gap, eV: 8.2
Energy above the lowest of the compared OMol25 structures with the same formula, charge and spin, kcal per mole: 71.0
SMILES: C=CC(C)(C)C.C=CC=C
Charge: 0

[2]
The following is a DFT calculation (ωB97M-V with the def2-TZVPD basis set) of 6 unconnected molecules or ions with the total composition C10H18Br2Cl12 at a distorted geometry.

Geometry as XYZ:
```
42
Properties=species:S:1:pos:R:3:forces:R:3
Cl -0.73916 -4.32789 0.58536 -0.224 0.210 0.471
C 0.29428 -4.95945 -0.65572 0.209 -0.411 -0.472
Cl -0.01169 -6.68245 -0.95112 -0.052 0.024 0.065
Cl 2.01194 -4.73911 -0.24404 -0.312 0.170 -0.186
H 0.03690 -4.45250 -1.58319 0.406 0.118 0.129
Cl -3.17081 1.59862 -4.64710 -0.040 -0.287 -0.088
C -3.97929 0.39974 -3.60069 -0.543 1.362 0.132
Cl -4.65147 -0.93177 -4.52596 0.379 0.140 0.353
Cl -5.28701 1.26886 -2.69412 0.454 -0.517 -0.270
H -3.22647 0.14115 -2.86583 -0.301 -0.636 -0.135
Br 0.76514 6.59182 1.37074 -0.047 -0.642 -0.389
C 1.37050 4.71318 1.47384 0.833 0.024 0.063
C 0.90028 3.78174 0.37345 0.009 1.649 -0.408
Br 1.35605 1.96514 0.71166 0.562 -0.625 0.172
H 0.97523 4.38272 2.42785 0.458 -0.051 0.162
H 2.47524 4.79545 1.40734 -0.762 -0.176 0.574
H 1.30586 4.15587 -0.57916 -0.315 -0.611 0.198
H -0.16069 3.70885 0.37530 -0.865 0.414 -0.387
Cl 5.73523 0.00988 1.40722 -0.481 -0.020 0.359
C 4.13122 -0.18895 2.21015 -0.348 0.802 -0.443
C 3.27068 -1.09589 1.38406 -0.292 0.759 -1.125
Cl 1.69064 -1.25465 2.18325 -0.206 -0.304 0.175
H 3.60853 0.78478 2.25236 0.656 -0.334 0.085
H 4.23803 -0.57509 3.20136 0.448 -0.168 0.565
H 3.71659 -2.06900 1.20207 -0.159 -0.030 -0.015
H 3.03588 -0.55200 0.44373 0.398 -0.760 0.314
Cl 1.16090 -2.07553 -3.03356 0.492 -1.758 -0.378
C 0.37848 -0.60099 -2.60989 -0.166 1.096 1.153
C -0.44830 -0.71606 -1.31305 0.167 -1.507 -1.097
Cl -1.93481 -1.67883 -1.71839 0.119 0.154 0.213
H -0.21456 -0.30023 -3.49087 0.292 0.316 0.696
H 1.23967 0.03105 -2.36867 -0.537 0.591 -0.369
H -0.74410 0.22704 -0.91275 -0.293 0.736 0.067
H 0.06040 -1.30383 -0.53487 0.060 0.276 -0.324
Cl -1.65252 -1.72806 2.92228 0.080 -0.389 0.112
C -2.42496 -0.72807 1.68208 -1.105 0.612 1.323
C -2.39951 0.71741 2.18589 1.396 -0.903 -0.835
Cl -2.94530 1.70717 0.85198 -0.619 0.855 -0.747
H -3.45946 -1.04914 1.55743 0.079 -0.121 0.086
H -1.94489 -0.85052 0.74747 0.670 -0.048 -0.622
H -1.34971 1.01200 2.31694 -0.391 -0.110 0.516
H -3.01294 0.86755 3.05516 -0.109 0.096 0.304
```
Positions in Å, forces in eV/Å.

Highest occupied orbital energy, hartree: -0.3946
HOMO-LUMO gap, eV: 10.9
SMILES: ClC(Cl)Cl.ClC(Cl)Cl.BrCCBr.ClCCCl.ClCCCl.ClCCCl
Charge: 0

[3]
The following is a DFT calculation (ωB97M-V with the def2-TZVPD basis set) of a single C10H18BrN3O molecule at a distorted geometry.

Geometry as XYZ:
```
33
Properties=species:S:1:pos:R:3:forces:R:3
C 3.74296 -0.72347 -0.26262 0.715 0.927 0.306
C 2.50748 0.04660 0.17112 -1.130 0.296 -0.150
C 1.26922 -0.81997 -0.20334 -0.994 0.553 0.542
C -0.07998 -0.12186 0.16889 1.830 0.214 0.560
O -1.11389 -1.07765 0.17882 -1.919 -0.592 0.291
C -2.34790 -0.57857 0.49698 -0.290 -0.891 -0.017
N -2.60645 0.65396 0.83888 -0.885 -0.554 -0.395
C -3.98713 0.64702 0.97277 0.275 0.102 0.217
Br -4.95098 2.23659 1.27583 0.178 -0.224 0.095
C -4.53150 -0.58998 0.79218 -1.600 1.788 0.151
N -3.49918 -1.40581 0.47777 2.550 -0.477 -0.768
C -3.51304 -2.78911 -0.02351 0.855 -0.380 0.825
N 2.43467 1.44723 -0.31078 0.644 0.035 0.892
C 1.86464 2.47580 0.59706 0.870 -1.502 -0.433
C 2.21912 1.71211 -1.72268 -1.013 -0.769 0.677
H 4.64874 -0.24883 0.16490 -0.412 -0.257 -0.232
H 3.86359 -0.72169 -1.34796 -0.087 -0.301 0.059
H 3.65522 -1.72752 0.14986 0.183 -0.144 -0.308
H 2.54496 0.08389 1.27512 -0.130 0.245 -0.377
H 1.32788 -1.76782 0.34754 -0.044 0.139 -0.094
H 1.26194 -1.06634 -1.26592 0.097 0.024 -0.100
H 0.03203 0.33749 1.17562 -0.249 -0.223 -0.524
H -0.32100 0.66245 -0.53940 -0.053 0.236 -0.079
H -5.61874 -0.78267 0.81703 1.088 -0.481 -0.112
H -2.78123 -3.38438 0.59283 -0.759 0.495 -0.726
H -3.21276 -2.83900 -1.07329 0.056 0.160 0.150
H -4.49681 -3.26286 0.05633 0.127 0.457 0.220
H 0.79621 2.54435 0.53368 -0.907 -0.016 0.081
H 2.16291 2.27571 1.63738 -0.099 0.017 -0.385
H 2.25640 3.42728 0.30143 0.351 0.666 -0.106
H 2.51438 2.72789 -1.93865 0.060 0.341 -0.122
H 2.82456 1.04270 -2.33263 -0.054 -0.027 -0.038
H 1.13368 1.58643 -2.00126 0.746 0.144 -0.099
```
Positions in Å, forces in eV/Å.

Highest occupied orbital energy, hartree: -0.2950
HOMO-LUMO gap, eV: 8.8
SMILES: C[C@H](CCOc1nc(Br)cn1C)N(C)C
Charge: 0

[4]
The following is a DFT calculation (ωB97M-V with the def2-TZVPD basis set) of a molecular structure, C10H18Cl6Mg2O4 at a distorted geometry.

Geometry as XYZ:
```
40
Properties=species:S:1:pos:R:3:forces:R:3
Mg -3.16628 -3.19677 -3.98057 0.964 0.859 -1.015
Mg -4.34233 1.51505 -2.79644 0.728 -0.195 -0.055
C 0.10885 -0.90426 0.61064 0.406 0.288 -1.116
C -0.86633 -0.99219 -0.51227 -1.247 -2.913 -1.037
O -1.53352 0.02359 -0.78028 -0.938 1.123 -0.553
O -1.09606 -2.06762 -1.21615 0.234 1.739 0.899
H -0.31022 -1.00527 1.61178 -0.100 -0.122 -0.264
H 0.49265 0.10280 0.44748 0.404 0.103 0.616
H 0.89804 -1.61749 0.37273 0.059 -0.121 0.414
C -2.87678 -0.03985 -8.48625 0.024 -0.187 0.226
C -2.90078 -0.76270 -7.12241 -1.104 0.643 0.915
O -2.49946 -1.92738 -7.06136 0.916 -2.563 -0.400
O -3.32779 -0.32247 -6.01569 -0.556 1.393 0.345
H -2.88977 -0.71312 -9.34336 0.223 -0.372 0.385
H -1.94410 0.52260 -8.52908 -0.092 0.152 0.030
H -3.74161 0.60511 -8.64183 0.101 0.159 0.583
Cl 1.28912 -8.84616 1.38876 -0.339 -0.870 -0.518
C 2.45063 -7.80428 2.15424 -1.167 2.121 0.995
C 2.23101 -6.34682 1.65215 1.529 -1.049 -0.571
Cl 3.06104 -6.13845 0.06543 -0.151 0.271 -0.012
H 3.44981 -8.23908 2.18016 -0.093 0.424 -0.423
H 2.09858 -7.63518 3.17187 0.189 -0.782 0.377
H 2.71023 -5.66763 2.35725 -0.151 0.093 -0.148
H 1.17967 -6.11466 1.48216 0.163 -0.192 0.306
Cl -3.29303 3.38468 5.12532 0.099 0.007 0.721
C -3.61856 4.44277 3.73930 0.667 -1.344 -0.963
C -2.28073 4.80940 3.07033 -1.073 0.944 0.744
Cl -1.55774 6.08716 4.07020 0.653 -0.001 0.133
H -4.28695 5.24557 4.05052 0.342 0.011 -0.281
H -4.07820 3.71080 3.07518 -0.596 0.529 -0.281
H -2.41583 5.30343 2.10816 -0.179 -0.404 -0.107
H -1.65480 3.91961 3.00270 0.103 0.273 0.046
Cl 3.26679 4.25514 0.53426 0.506 -0.616 0.743
C 4.26641 3.31297 1.78499 -0.568 0.748 -0.417
C 4.41450 4.12268 3.09490 0.509 -0.182 -0.838
Cl 5.35732 5.65962 2.78731 -0.555 -0.960 0.276
H 5.20016 3.06738 1.27912 0.132 0.526 0.272
H 3.76195 2.35145 1.88047 -0.256 0.251 0.492
H 4.96785 3.51029 3.80686 0.232 0.149 -0.074
H 3.47623 4.38927 3.58142 -0.020 0.068 -0.443
```
Positions in Å, forces in eV/Å.

Highest occupied orbital energy, hartree: -0.4918
HOMO-LUMO gap, eV: 1.6
Energy above the lowest of the compared OMol25 structures with the same formula, charge and spin, kcal per mole: 347.2
Charge: +2

[5]
The following is a DFT calculation (ωB97M-V with the def2-TZVPD basis set) of 2 unconnected molecules or ions with the total composition C10H18ClIO8P2S at a distorted geometry.

Geometry as XYZ:
```
41
Properties=species:S:1:pos:R:3:forces:R:3
O -1.81034 -1.05558 3.21672 -0.046 -0.068 -0.163
C -0.84543 -0.77135 2.59063 -0.451 0.039 0.430
I 0.42746 -2.38112 1.93235 0.219 -0.044 -0.045
C -0.43326 0.64392 2.32158 0.241 0.319 -0.252
P 0.63140 0.96424 0.82633 0.699 -0.681 -0.313
C -0.20214 0.25891 -0.66040 -0.592 0.430 -0.104
C -1.66308 0.60600 -0.98634 -0.012 -0.318 -0.173
C -2.74101 -0.17448 -0.21057 -0.017 0.199 -0.166
C -3.50953 0.67763 0.81094 0.292 -0.219 -0.227
S -5.07181 1.25212 0.16403 -0.275 -0.529 0.005
O -5.06785 1.19785 -1.26084 0.071 0.166 0.051
O -6.13440 0.64387 0.91483 0.166 0.176 -0.087
O -5.04254 2.79889 0.54592 0.014 0.234 0.069
P 0.33083 3.14453 0.64807 -0.134 0.192 0.388
O -1.29046 3.21218 0.99994 0.011 0.135 -0.323
Cl 0.37618 3.31772 -1.41124 0.045 0.038 -0.018
H -1.32143 1.26799 2.37058 -0.147 -0.138 0.024
H 0.17814 0.91258 3.18812 0.115 0.037 0.016
H 0.41002 0.64828 -1.47590 0.203 -0.047 0.067
H -0.04700 -0.81895 -0.68394 0.060 -0.062 0.189
H -1.79378 0.38457 -2.04704 -0.007 0.032 -0.044
H -1.82922 1.67563 -0.89087 -0.033 0.037 0.007
H -3.45834 -0.54962 -0.93690 -0.030 -0.175 0.036
H -2.30931 -1.05130 0.26985 0.020 -0.025 0.157
H -3.75206 0.12425 1.71312 -0.051 0.034 0.119
H -2.94107 1.57232 1.04981 -0.043 0.028 0.124
H -5.40223 2.88121 1.44003 -0.115 0.096 0.029
H -1.64774 4.08027 0.77469 -0.090 0.084 0.152
C 4.04334 -3.16887 -0.02317 -0.260 0.046 0.053
C 4.10902 -2.42552 -1.33441 0.066 -0.060 0.168
C 5.36430 -1.59936 -1.53055 0.035 0.015 -0.071
O 4.90290 -0.52799 -2.36067 0.102 -0.011 0.071
C 3.57721 -0.37099 -2.14346 0.020 -0.152 0.071
O 2.93407 0.54621 -2.53175 -0.174 0.138 -0.033
O 3.09048 -1.40997 -1.42290 -0.011 -0.042 -0.041
H 3.20331 -3.86246 -0.00590 0.013 -0.010 -0.029
H 4.96072 -3.73889 0.12664 0.011 -0.019 -0.013
H 3.91374 -2.47436 0.80722 0.108 0.064 -0.026
H 3.96150 -3.11018 -2.17357 0.026 0.027 -0.041
H 6.16526 -2.13775 -2.03029 -0.019 0.063 -0.094
H 5.73413 -1.18240 -0.59068 -0.035 -0.026 0.035
```
Positions in Å, forces in eV/Å.

Highest occupied orbital energy, hartree: -0.3290
HOMO-LUMO gap, eV: 9.1
Energy above the lowest of the compared OMol25 structures with the same formula, charge and spin, kcal per mole: 0.0
SMILES: O=C(I)CP(CCCCS(=O)(=O)O)#P(O)Cl.C[C@@H]1COC(=O)O1
Charge: 0

[6]
The following is a DFT calculation (ωB97M-V with the def2-TZVPD basis set) of a molecular structure, C10H18F12O15S7Zn at a distorted geometry.

Geometry as XYZ:
```
63
Properties=species:S:1:pos:R:3:forces:R:3
Zn 0.29001 0.15401 0.77286 1.717 -0.816 -1.397
C 3.23636 3.44400 -0.85483 -1.237 -5.096 -1.866
F 2.48891 4.51189 -0.77706 -0.341 1.415 0.692
F 4.09027 3.53636 -1.84574 0.876 1.209 -1.220
F 3.95738 3.18792 0.20689 0.167 0.710 1.780
S 2.18834 1.78971 -1.40595 2.570 -1.852 -1.308
O 1.37671 2.36482 -2.48891 -0.011 -0.302 1.800
O 3.18423 0.76527 -1.87783 -2.444 3.436 1.923
O 1.52429 1.39577 -0.10691 0.950 1.945 -1.410
C 0.99957 -3.91798 -0.80832 1.834 1.871 1.151
F 0.43132 -4.13661 0.43140 -0.354 -0.365 -1.209
F 1.60309 -5.01290 -1.21720 0.520 -0.930 0.380
F 0.11937 -3.64267 -1.73546 -1.476 0.366 -0.013
S 2.20472 -2.43831 -0.53121 4.868 2.038 -1.340
O 2.87015 -2.03167 -1.80890 -2.412 -2.067 2.445
O 1.32413 -1.39525 -0.00524 -0.842 -0.921 -0.565
O 3.20306 -2.83099 0.48356 -2.025 -0.935 -1.376
C 2.64030 0.52200 4.70405 -0.367 -0.135 -1.590
F 3.19996 1.56769 4.09598 -0.311 0.236 -1.131
F 3.56563 0.12277 5.52602 0.736 -1.402 1.251
F 1.61987 1.00059 5.40200 -0.909 0.075 0.545
S 1.99612 -0.91442 3.51396 2.970 -4.031 -5.214
O 3.18248 -1.68262 2.85046 -3.287 3.802 3.376
O 1.20384 -1.84910 4.30936 -0.066 1.588 0.680
O 1.19777 -0.23356 2.43409 1.933 0.039 4.148
C 1.01980 0.30037 -6.10451 2.480 -0.163 0.966
F 1.06301 1.54655 -5.44089 -0.670 -2.084 -1.838
F -0.16831 0.08590 -6.71075 0.452 0.641 0.647
F 1.97529 0.31617 -7.12710 -1.467 0.615 1.108
S 1.68812 -1.08621 -4.84844 1.930 -2.089 1.280
O 1.90414 -2.28981 -5.74196 -1.738 2.395 1.253
O 2.97714 -0.60344 -4.36110 -1.391 0.537 -1.452
O 0.71182 -1.17705 -3.73401 -0.019 0.155 -2.553
C -1.95992 -3.06575 3.18969 0.047 -0.051 0.288
S -2.25948 -1.81787 1.80374 0.439 -0.161 -0.876
O -0.96234 -1.26401 1.29702 -2.081 -1.939 1.035
C -2.95735 -2.87348 0.42947 0.973 -1.018 0.992
H -2.26396 -4.11055 3.12606 0.056 -0.026 -1.109
H -2.51480 -2.76264 4.07757 -0.169 0.764 -0.209
H -0.91446 -3.04336 3.49729 0.258 0.288 -0.499
H -2.29835 -3.67239 0.08954 0.610 -0.073 0.703
H -3.13874 -2.41734 -0.54373 -0.609 0.877 0.672
H -3.76572 -3.35988 0.97542 -0.600 0.147 -0.625
C -0.49798 4.03055 1.35135 -0.110 -0.136 -0.552
S -0.66743 2.71364 2.53119 -0.255 0.032 1.673
O -0.75009 1.42043 1.82222 -1.406 0.813 0.253
C -2.39159 3.03923 3.09429 0.646 0.174 -0.634
H -1.01651 4.91779 1.71470 0.193 0.040 -0.013
H -0.91191 3.68716 0.40327 -0.102 0.046 -0.065
H 0.57160 4.18369 1.20768 -0.081 0.124 0.032
H -2.72832 2.28926 3.81002 0.410 0.056 0.038
H -3.05229 3.00839 2.22791 0.012 0.137 -0.077
H -2.34249 4.03907 3.52560 -0.308 -0.059 0.141
C -2.40891 -0.00312 -2.81831 -0.901 0.236 0.553
S -2.13191 1.18612 -1.41045 1.111 -1.208 0.302
O -0.88562 0.61619 -0.77178 -2.017 0.704 -1.596
C -3.54049 0.68631 -0.31233 -0.397 0.662 -0.527
H -1.81610 0.20995 -3.70785 0.840 -0.076 0.688
H -3.42324 -0.01276 -3.21721 -0.451 0.391 0.468
H -2.25306 -0.96347 -2.32684 0.603 -0.051 -0.427
H -3.34892 0.75036 0.75879 0.966 -0.583 -0.166
H -3.95731 -0.26411 -0.64561 0.023 0.055 0.313
H -4.28120 1.48334 -0.37706 -0.337 -0.047 -0.719
```
Positions in Å, forces in eV/Å.

Highest occupied orbital energy, hartree: -0.0945
HOMO-LUMO gap, eV: 5.5
Energy above the lowest of the compared OMol25 structures with the same formula, charge and spin, kcal per mole: 31.5
Charge: -2

| no. | DFT total energy (Eh) |
| --- | --- |
| 1 | -391.67751 |
| 2 | -11062.15463 |
| 3 | -3205.32186 |
| 4 | -3853.18613 |
| 5 | -2832.59733 |
| 6 | -7285.41553 |